[1]
Entry from the Open Molecules 2025 dataset: 8 unconnected molecules or ions with the total composition C24H67ClN5O11 at a distorted geometry (ωB97M-V/def2-TZVPD).

Geometry (Å):
Cl  -0.64  -1.31  0.53
O  -1.87  -0.55  0.48
O  -0.72  -1.87  1.86
O  -0.64  -2.36  -0.39
O  0.53  -0.43  0.41
C  -2.30  5.84  -0.94
C  -0.79  5.49  -1.11
C  -0.26  4.45  -0.13
O  0.89  3.79  -0.75
C  1.65  3.01  0.23
N  -0.64  5.13  -2.53
H  -3.07  5.09  -1.10
H  -2.50  6.73  -1.55
H  -2.43  6.09  0.11
H  -0.34  6.44  -0.81
H  -0.89  3.57  0.00
H  0.01  4.87  0.84
H  1.13  2.23  0.78
H  2.09  3.57  1.05
H  2.58  2.58  -0.14
H  -0.97  6.00  -2.91
H  -1.47  4.56  -2.61
C  0.25  0.00  -3.90
C  0.74  1.14  -3.03
C  2.22  1.53  -3.20
O  2.56  2.91  -2.92
C  4.02  3.13  -3.12
N  -0.03  2.37  -3.16
H  0.81  -0.93  -3.82
H  0.36  0.24  -4.96
H  -0.80  -0.27  -3.87
H  0.57  0.70  -2.05
H  2.62  1.22  -4.16
H  2.74  0.95  -2.44
H  4.40  4.15  -3.00
H  4.57  2.63  -3.91
H  4.39  2.62  -2.23
H  -0.40  2.27  -4.10
H  -0.89  2.11  -2.69
C  2.52  -2.14  5.78
C  1.70  -2.42  4.50
C  1.27  -3.85  4.57
O  2.45  -4.59  4.18
C  2.21  -6.07  4.06
N  0.68  -1.38  4.41
H  3.04  -1.19  5.77
H  3.32  -2.88  5.84
H  1.87  -1.94  6.63
H  2.36  -2.12  3.68
H  0.61  -3.96  3.71
H  0.86  -4.11  5.54
H  1.45  -6.36  3.34
H  1.85  -6.45  5.01
H  3.11  -6.67  3.92
H  1.08  -0.49  4.15
H  0.12  -1.64  3.62
C  -4.03  0.91  -2.21
C  -3.17  2.09  -2.70
C  -3.87  3.36  -3.39
O  -2.88  4.29  -3.80
C  -3.47  5.38  -4.48
N  -2.39  2.46  -1.59
H  -4.69  0.46  -2.95
H  -4.64  1.26  -1.38
H  -3.41  0.10  -1.82
H  -2.50  1.69  -3.47
H  -4.63  3.84  -2.77
H  -4.57  3.15  -4.20
H  -3.42  5.21  -5.56
H  -2.82  6.21  -4.21
H  -4.41  5.78  -4.08
H  -2.24  1.52  -1.25
H  -3.03  2.80  -0.89
C  1.06  -5.40  0.01
C  2.35  -5.28  -0.85
C  2.72  -4.03  -1.70
O  4.10  -3.85  -2.08
C  4.44  -2.45  -2.12
N  3.51  -5.57  0.06
H  1.12  -4.57  0.73
H  1.12  -6.40  0.43
H  0.17  -5.22  -0.59
H  2.34  -6.07  -1.60
H  2.44  -3.20  -1.05
H  2.02  -3.81  -2.50
H  4.49  -1.87  -1.19
H  3.89  -1.84  -2.83
H  5.50  -2.54  -2.36
H  3.42  -5.08  0.94
H  4.33  -5.24  -0.41
C  -3.46  -3.69  2.98
C  -2.37  -4.75  2.91
O  -2.01  -4.94  1.56
H  -2.95  -2.73  3.09
H  -3.99  -3.89  3.91
H  -4.26  -3.61  2.24
H  -2.83  -5.67  3.29
H  -1.44  -4.57  3.44
H  -1.74  -4.09  1.20
C  -1.92  1.43  3.40
C  -0.57  2.19  3.23
O  -0.93  3.46  2.75
H  -2.76  1.91  3.92
H  -1.74  0.42  3.77
H  -2.30  1.30  2.39
H  0.10  1.58  2.63
H  -0.14  2.27  4.23
H  -1.52  3.86  3.39

Computed properties:
Charge: -1
ΔE to the lowest compared entry with this formula, charge and spin, kcal per mole: 125.3
Gap between HOMO and LUMO, eV: 8.18

[2]
Entry from the Open Molecules 2025 dataset: 8 unconnected molecules or ions with the total composition C24H67N6O12 at a distorted geometry (ωB97M-V/def2-TZVPD).

Geometry (Å):
N  -1.15  -0.62  -0.39
O  -0.14  -1.11  -0.86
O  -1.66  0.32  -0.93
O  -1.59  -0.97  0.71
C  3.06  -3.73  0.77
C  2.33  -2.53  1.38
O  3.13  -1.39  1.65
O  3.80  -4.59  1.69
H  3.79  -3.37  0.04
H  2.35  -4.36  0.24
H  1.66  -2.85  2.17
H  1.67  -2.29  0.54
H  2.52  -0.67  1.81
H  3.34  -5.40  1.91
C  -0.11  0.05  -5.18
C  -1.53  -0.11  -4.75
O  -2.27  1.05  -4.93
O  -0.03  0.26  -6.58
H  0.40  -0.92  -5.13
H  0.49  0.76  -4.61
H  -1.58  -0.45  -3.72
H  -2.01  -0.85  -5.39
H  -2.42  1.48  -4.08
H  -0.81  0.79  -6.76
C  -1.47  -3.36  2.69
C  -2.24  -2.63  3.81
C  -1.35  -2.25  5.03
O  -0.27  -1.40  4.64
C  0.58  -1.05  5.75
N  -2.82  -1.42  3.23
H  -0.50  -2.90  2.51
H  -2.06  -3.42  1.77
H  -1.23  -4.40  2.89
H  -3.02  -3.31  4.17
H  -1.09  -3.20  5.49
H  -2.01  -1.80  5.77
H  0.02  -0.28  6.29
H  1.55  -0.69  5.41
H  0.72  -1.92  6.40
H  -2.82  -0.71  3.94
H  -2.10  -1.11  2.58
C  -0.68  1.87  2.58
C  0.84  1.49  2.64
C  1.51  1.93  3.96
O  1.81  3.33  4.01
C  2.84  3.66  4.95
N  0.81  0.07  2.33
H  -0.94  1.96  1.53
H  -0.81  2.89  2.95
H  -1.39  1.24  3.11
H  1.34  1.94  1.78
H  2.41  1.35  4.15
H  0.84  1.54  4.73
H  2.48  3.21  5.87
H  2.95  4.74  5.07
H  3.83  3.30  4.65
H  0.18  -0.06  1.54
H  0.34  -0.43  3.08
C  -1.78  3.89  -1.10
C  -2.06  3.74  -2.56
C  -0.84  3.70  -3.46
O  -0.13  4.97  -3.53
C  0.99  5.04  -4.40
N  -2.88  2.52  -2.73
H  -1.11  4.74  -0.97
H  -1.45  2.96  -0.65
H  -2.65  4.17  -0.52
H  -2.62  4.65  -2.77
H  -1.12  3.39  -4.47
H  -0.08  3.01  -3.10
H  1.37  6.05  -4.54
H  0.65  4.68  -5.37
H  1.76  4.37  -4.02
H  -2.46  1.75  -2.22
H  -3.77  2.57  -2.25
C  4.69  1.03  -1.04
C  3.12  1.01  -0.95
C  2.46  2.12  -1.80
O  2.98  3.43  -1.46
C  2.23  3.97  -0.38
N  2.62  -0.34  -1.29
H  5.09  0.17  -0.50
H  4.98  1.99  -0.61
H  4.91  0.94  -2.10
H  2.78  1.22  0.07
H  1.38  2.04  -1.80
H  2.80  1.93  -2.82
H  2.22  3.32  0.50
H  1.18  3.98  -0.67
H  2.55  4.93  0.03
H  3.02  -0.91  -0.56
H  1.64  -0.38  -1.04
C  -1.38  -3.52  -3.22
C  -1.98  -3.75  -1.82
C  -3.27  -4.61  -1.74
O  -4.01  -4.52  -0.48
C  -4.39  -3.19  -0.06
N  -0.90  -4.30  -1.03
H  -2.21  -3.14  -3.82
H  -1.01  -4.46  -3.65
H  -0.57  -2.80  -3.15
H  -2.34  -2.79  -1.46
H  -2.93  -5.62  -1.98
H  -4.01  -4.27  -2.46
H  -5.11  -2.73  -0.73
H  -3.53  -2.55  0.12
H  -4.92  -3.28  0.88
H  -0.16  -3.61  -1.09
H  -1.29  -4.16  -0.11

Computed properties:
Spin multiplicity: 2
Gap between HOMO and LUMO (alpha / beta), eV: 8.14 / 3.48

[3]
Entry from the Open Molecules 2025 dataset: a molecular structure, C24H67N6O7Ti at a distorted geometry (ωB97M-V/def2-TZVPD).

Geometry (Å):
Ti  0.28  0.33  0.87
O  -1.86  -0.32  0.96
H  -2.47  -1.08  0.91
C  2.40  2.58  -2.14
C  1.88  1.24  -2.62
C  2.95  0.28  -3.23
O  3.38  0.82  -4.42
C  4.57  0.22  -5.02
N  1.21  0.71  -1.49
H  1.68  3.17  -1.57
H  2.82  3.10  -3.00
H  3.24  2.35  -1.48
H  1.13  1.48  -3.37
H  2.50  -0.69  -3.46
H  3.77  0.06  -2.55
H  5.35  -0.19  -4.37
H  5.06  0.95  -5.67
H  4.33  -0.65  -5.61
H  0.29  1.13  -1.53
H  1.06  -0.27  -1.64
C  -2.50  -3.44  2.69
C  -1.13  -2.99  3.31
C  -0.27  -4.04  4.09
O  0.11  -5.17  3.25
C  0.88  -6.14  3.93
N  -0.29  -2.31  2.36
H  -3.00  -4.01  3.47
H  -2.35  -4.16  1.88
H  -3.12  -2.64  2.29
H  -1.55  -2.24  3.98
H  -0.87  -4.41  4.93
H  0.68  -3.60  4.39
H  0.56  -6.32  4.95
H  1.88  -5.69  3.90
H  0.87  -7.03  3.30
H  -0.18  -3.03  1.65
H  -0.87  -1.62  1.90
C  3.43  -1.70  3.38
C  2.92  -0.54  2.62
C  3.94  0.54  2.26
O  4.65  1.07  3.42
C  4.80  2.47  3.33
N  2.10  -0.98  1.49
H  3.94  -1.38  4.29
H  4.19  -2.26  2.82
H  2.72  -2.50  3.60
H  2.21  -0.06  3.30
H  3.50  1.37  1.72
H  4.79  0.17  1.69
H  5.73  2.72  3.84
H  3.93  2.95  3.77
H  4.99  2.81  2.31
H  2.63  -1.65  0.95
H  1.42  -1.62  1.85
C  -2.85  0.70  -3.13
C  -2.79  1.86  -2.08
C  -4.11  1.99  -1.23
O  -5.22  2.28  -2.04
C  -6.50  2.41  -1.42
N  -1.67  1.52  -1.22
H  -2.66  -0.29  -2.72
H  -2.12  0.89  -3.92
H  -3.80  0.72  -3.68
H  -2.54  2.84  -2.49
H  -3.94  2.65  -0.38
H  -4.25  1.03  -0.73
H  -6.81  1.60  -0.75
H  -7.22  2.60  -2.21
H  -6.54  3.32  -0.82
H  -2.00  0.74  -0.68
H  -1.54  2.18  -0.46
C  1.76  4.30  1.16
C  0.26  4.05  1.40
C  -0.59  4.50  0.19
O  -1.90  4.14  0.44
C  -2.67  5.06  1.18
N  0.06  2.63  1.81
H  2.36  4.34  2.06
H  2.02  5.23  0.65
H  2.19  3.43  0.66
H  -0.04  4.62  2.28
H  -0.22  3.96  -0.68
H  -0.33  5.54  -0.01
H  -2.83  5.96  0.57
H  -2.15  5.34  2.10
H  -3.65  4.64  1.39
H  -0.93  2.53  2.02
H  0.40  2.30  2.70
C  0.47  -3.32  -2.89
C  -0.65  -2.46  -2.19
C  -1.90  -3.16  -1.82
O  -2.55  -3.85  -2.86
C  -3.17  -3.02  -3.88
N  -0.07  -2.04  -0.99
H  0.16  -3.66  -3.87
H  0.73  -4.19  -2.29
H  1.38  -2.75  -3.02
H  -0.94  -1.63  -2.84
H  -2.57  -2.43  -1.36
H  -1.71  -4.01  -1.16
H  -3.69  -2.19  -3.38
H  -3.94  -3.63  -4.35
H  -2.52  -2.62  -4.66
H  0.13  -2.92  -0.54
H  -0.66  -1.53  -0.36

Computed properties:
Charge: +1
Spin multiplicity: 5
Gap between HOMO and LUMO (alpha / beta), eV: 5.26 / 4.22

[4]
Entry from the Open Molecules 2025 dataset: 8 unconnected molecules or ions with the total composition C24H68ClN6O11 at a distorted geometry (ωB97M-V/def2-TZVPD).

Geometry (Å):
Cl  0.70  0.73  0.97
O  1.29  -0.45  0.32
O  0.20  0.39  2.28
O  1.66  1.76  0.93
O  -0.40  1.19  0.17
O  1.46  2.18  -2.18
H  0.87  1.70  -2.76
H  1.14  1.98  -1.30
C  -0.70  4.94  -3.12
C  -0.98  5.16  -1.61
C  -2.03  4.13  -1.05
O  -2.40  4.47  0.30
C  -3.16  3.40  0.85
N  0.34  5.12  -0.92
H  -0.12  4.02  -3.27
H  -0.17  5.77  -3.59
H  -1.64  4.82  -3.65
H  -1.35  6.18  -1.51
H  -1.62  3.12  -1.07
H  -2.87  4.12  -1.75
H  -4.24  3.51  0.74
H  -2.93  3.36  1.91
H  -2.88  2.39  0.56
H  0.96  4.37  -1.20
H  0.13  4.98  0.06
C  1.20  -3.96  -1.34
C  0.73  -4.34  -2.77
C  0.92  -5.78  -3.16
O  2.31  -6.01  -3.55
C  2.49  -7.20  -4.33
N  -0.71  -4.07  -2.80
H  0.90  -2.93  -1.12
H  2.28  -3.92  -1.22
H  0.79  -4.54  -0.51
H  1.26  -3.66  -3.44
H  0.32  -5.92  -4.06
H  0.65  -6.48  -2.37
H  3.53  -7.36  -4.60
H  2.02  -7.10  -5.31
H  2.14  -8.06  -3.76
H  -0.81  -3.25  -2.21
H  -1.16  -4.82  -2.31
C  -3.56  -3.15  -0.51
C  -2.54  -2.11  -0.13
C  -1.84  -2.58  1.12
O  -2.74  -2.83  2.24
C  -2.01  -3.19  3.47
N  -1.64  -1.87  -1.29
H  -3.03  -4.04  -0.85
H  -4.18  -2.84  -1.35
H  -4.25  -3.48  0.27
H  -2.99  -1.16  0.16
H  -1.18  -1.80  1.47
H  -1.13  -3.37  0.87
H  -2.64  -3.20  4.36
H  -1.08  -2.66  3.65
H  -1.71  -4.22  3.33
H  -2.18  -1.42  -2.01
H  -1.10  -1.08  -0.96
C  1.41  -4.29  2.99
C  2.57  -3.34  3.41
C  3.78  -4.11  4.00
O  3.33  -4.86  5.06
C  4.43  -5.55  5.70
N  2.94  -2.47  2.33
H  1.82  -5.24  2.66
H  0.69  -3.78  2.35
H  0.82  -4.45  3.89
H  2.12  -2.74  4.20
H  4.63  -3.52  4.34
H  4.16  -4.75  3.20
H  5.24  -4.92  6.07
H  4.93  -6.34  5.14
H  3.98  -6.19  6.45
H  2.20  -1.97  1.87
H  3.66  -1.80  2.57
C  1.46  7.99  2.42
C  0.00  7.60  2.58
C  -0.27  6.12  2.48
O  0.56  5.33  3.35
C  0.39  3.95  3.43
N  -0.43  8.08  3.93
H  1.71  7.58  1.44
H  2.09  7.39  3.08
H  1.72  9.05  2.48
H  -0.57  8.10  1.79
H  -0.06  5.75  1.48
H  -1.29  5.92  2.82
H  -0.52  3.62  3.94
H  1.18  3.49  4.02
H  0.28  3.44  2.48
H  -0.03  7.41  4.57
H  0.01  8.94  4.22
C  0.33  -0.64  -3.78
C  -0.43  0.51  -4.42
C  -1.52  1.17  -3.52
O  -2.61  0.34  -3.24
C  -3.51  0.98  -2.35
N  0.56  1.46  -4.76
H  0.57  -0.55  -2.73
H  1.31  -0.83  -4.21
H  -0.22  -1.58  -3.87
H  -0.79  0.24  -5.41
H  -1.89  2.07  -4.00
H  -1.07  1.59  -2.61
H  -4.27  0.29  -1.97
H  -4.11  1.76  -2.82
H  -3.09  1.48  -1.48
H  1.19  1.05  -5.43
H  0.27  2.30  -5.25

Computed properties:
Charge: -1
ΔE to the lowest compared entry with this formula, charge and spin, kcal per mole: 41.2
Gap between HOMO and LUMO, eV: 8.90

no.,molar mass (g/mol)
1,637.3
2,631.8
3,599.7
4,652.3